[1]
Here is a cluster of 2 separate species, C4H12 in total from the OMol25 dataset. Energies are from ωB97M-V with the def2-TZVPD basis set.

Cartesian coordinates (Å):
C1 1.91806 0.94612 -1.29788
C2 0.72823 1.92081 -1.46732
H1 1.66329 0.02852 -0.78312
H2 2.26807 0.58025 -2.27193
H3 2.75352 1.49323 -0.88278
H4 0.67189 2.20699 -2.51243
H5 -0.23821 1.42760 -1.32528
H6 0.80475 2.77788 -0.80466
C3 -1.04880 -0.73112 1.24773
C4 -1.58037 -2.14016 1.50100
H7 -1.90281 -0.04745 1.28160
H8 -0.37959 -0.45166 2.05699
H9 -0.50639 -0.62467 0.31306
H10 -0.82452 -2.79004 1.92984
H11 -1.89292 -2.59386 0.56381
H12 -2.47586 -2.08252 2.12794

Summary:
LUMO level = 1.2 eV
Spin multiplicity = 1
HOMO level = -11.6768 eV
Relative energy (zero: lowest compared OMol25 entry of this formula, charge and spin) = 26.6 kJ/mol
Electronic energy = -159.5748 Ha
HOMO-LUMO gap = 12.85 eV
Strongest force on any atom = 0.02120 Eh/bohr



[2]
Here is a cluster of 2 separate species, C17H19N5O4 in total from the OMol25 dataset. Energies are from ωB97M-V with the def2-TZVPD basis set.

Cartesian coordinates (Å):
N1 5.33979 1.99395 1.17004
C1 4.22330 2.03883 1.51415
C2 2.84560 2.11420 1.90413
C3 1.94171 3.11788 1.53326
C4 0.57142 3.06298 1.94128
N2 -0.34068 4.06457 1.45830
O1 0.13281 5.11382 0.95778
O2 -1.57711 3.85881 1.55080
C5 0.09531 2.03319 2.77012
C6 1.01606 1.08755 3.18916
C7 2.36812 1.08429 2.78071
N3 3.12068 0.12636 3.37415
O3 2.21421 -0.51480 4.23400
N4 0.89705 0.06177 4.13490
O4 -0.01363 -0.36505 4.81996
H1 2.27089 3.93657 0.89890
H2 -0.93525 1.98395 3.10749
C8 -2.76880 -0.12708 0.18719
C9 -2.34968 -1.43070 0.04297
N5 -2.98417 -2.45410 0.64848
C10 -2.59261 -3.84028 0.50013
C11 -3.49929 -4.62447 1.46156
C12 -4.51041 -3.62206 2.03923
C13 -4.17279 -2.24727 1.43894
C14 -1.17513 -1.82293 -0.82753
C15 -0.50176 -0.62383 -1.50279
C16 -1.50317 0.46376 -1.89873
C17 -2.30045 0.97747 -0.68077
H3 -3.52407 0.12247 0.93445
H4 -2.72784 -4.18217 -0.54392
H5 -1.52415 -3.98052 0.74004
H6 -3.99989 -5.43039 0.92090
H7 -2.88040 -5.06310 2.24891
H8 -5.53460 -3.89116 1.77337
H9 -4.43686 -3.55947 3.12723
H10 -3.99363 -1.48828 2.21587
H11 -5.00225 -1.86867 0.81496
H12 -1.50730 -2.54312 -1.59673
H13 -0.42526 -2.36395 -0.22616
H14 0.05864 -0.96610 -2.38128
H15 0.22540 -0.20316 -0.79544
H16 -0.98898 1.29285 -2.39057
H17 -2.21161 0.05526 -2.62939
H18 -1.70709 1.70338 -0.09822
H19 -3.17373 1.55193 -1.02661

Summary:
LUMO level = -2.5 eV
Spin multiplicity = 1
HOMO level = -7.1470 eV
Relative energy (zero: lowest compared OMol25 entry of this formula, charge and spin) = 843.4 kJ/mol
Electronic energy = -1233.6357 Ha
HOMO-LUMO gap = 4.62 eV
Strongest force on any atom = 0.06712 Eh/bohr



Number 1 is which compound? C4H12



Copy entry 1 word for word.
Here is a cluster of 2 separate species, C4H12 in total from the OMol25 dataset. Energies are from ωB97M-V with the def2-TZVPD basis set.

Cartesian coordinates (Å):
C1 1.91806 0.94612 -1.29788
C2 0.72823 1.92081 -1.46732
H1 1.66329 0.02852 -0.78312
H2 2.26807 0.58025 -2.27193
H3 2.75352 1.49323 -0.88278
H4 0.67189 2.20699 -2.51243
H5 -0.23821 1.42760 -1.32528
H6 0.80475 2.77788 -0.80466
C3 -1.04880 -0.73112 1.24773
C4 -1.58037 -2.14016 1.50100
H7 -1.90281 -0.04745 1.28160
H8 -0.37959 -0.45166 2.05699
H9 -0.50639 -0.62467 0.31306
H10 -0.82452 -2.79004 1.92984
H11 -1.89292 -2.59386 0.56381
H12 -2.47586 -2.08252 2.12794

Summary:
LUMO level = 1.2 eV
Spin multiplicity = 1
HOMO level = -11.6768 eV
Relative energy (zero: lowest compared OMol25 entry of this formula, charge and spin) = 26.6 kJ/mol
Electronic energy = -159.5748 Ha
HOMO-LUMO gap = 12.85 eV
Strongest force on any atom = 0.02120 Eh/bohr



What did the first record say?
Here is a cluster of 2 separate species, C4H12 in total from the OMol25 dataset. Energies are from ωB97M-V with the def2-TZVPD basis set.

Cartesian coordinates (Å):
C1 1.91806 0.94612 -1.29788
C2 0.72823 1.92081 -1.46732
H1 1.66329 0.02852 -0.78312
H2 2.26807 0.58025 -2.27193
H3 2.75352 1.49323 -0.88278
H4 0.67189 2.20699 -2.51243
H5 -0.23821 1.42760 -1.32528
H6 0.80475 2.77788 -0.80466
C3 -1.04880 -0.73112 1.24773
C4 -1.58037 -2.14016 1.50100
H7 -1.90281 -0.04745 1.28160
H8 -0.37959 -0.45166 2.05699
H9 -0.50639 -0.62467 0.31306
H10 -0.82452 -2.79004 1.92984
H11 -1.89292 -2.59386 0.56381
H12 -2.47586 -2.08252 2.12794

Summary:
LUMO level = 1.2 eV
Spin multiplicity = 1
HOMO level = -11.6768 eV
Relative energy (zero: lowest compared OMol25 entry of this formula, charge and spin) = 26.6 kJ/mol
Electronic energy = -159.5748 Ha
HOMO-LUMO gap = 12.85 eV
Strongest force on any atom = 0.02120 Eh/bohr